DFT (ωB97M-V/def2-TZVPD) results for one molecule with the formula C5H12N2.

Element x y z (Å)
C -1.98119 0.03760 -0.03385
C -1.52599 -1.41391 -0.05789
N -0.88569 0.93384 0.38099
H -1.25480 1.85288 0.60816
H 0.27787 0.58787 1.25403
H -2.80433 0.16982 0.67330
H -2.31984 0.34022 -1.03142
H -2.35365 -2.06330 -0.34337
H -1.16925 -1.72813 0.92463
H -0.72340 -1.54140 -0.78349
C 2.21558 -0.48836 0.41937
N 1.37582 0.67811 0.69593
C 0.24229 1.05278 -0.55360
C 0.36490 1.24445 -1.81311
H 1.94432 1.48439 0.93967
H 1.57520 -1.35845 0.28132
H 2.91124 -0.68526 1.23950
H 2.77582 -0.32809 -0.50434
H 1.33510 1.22494 -2.29587

## Properties
HOMO   -7.019 eV
Energy above the lowest of the compared OMol25 structures with the same formula, charge and spin   113.7 kcal/mol
Gap between HOMO and LUMO   7.907 eV

Mulliken population analysis, charges in e, atoms 1 to 5: C -0.389; C -1.084; N -0.293; H 0.232; H 0.524

***

DFT (ωB97M-V/def2-TZVPD) results for one molecule with the formula C5H10N2.

Element x y z (Å)
C -0.33445 0.88475 -2.11979
N -0.32452 1.16268 -0.90012
C -0.20180 -0.12620 0.38615
C -1.62593 -0.26685 0.98384
C 0.39800 -1.36324 -0.22700
N 0.68226 0.18584 1.43230
C 1.65229 0.93307 1.24726
H -0.46788 1.62191 -2.79575
H 0.04851 -0.08637 -2.52329
H -1.86430 -1.20143 1.47757
H -1.72205 0.44969 1.81989
H -2.26130 -0.02464 0.22133
H 0.84424 -1.85133 0.55530
H -0.23033 -1.98626 -0.85611
H 1.21259 -0.99705 -0.99286
H 2.33320 1.19954 2.01661
H 1.86147 1.46590 0.27467

## Properties
SMILES   C=NC(C)(C)N=C
HOMO   -8.739 eV
Energy above the lowest of the compared OMol25 structures with the same formula, charge and spin   72.4 kcal/mol
Gap between HOMO and LUMO   9.799 eV

Mulliken population analysis, charges in e, atoms 1 to 5: C -0.313; N -0.558; C 1.659; C -1.524; C -1.669

***

DFT (ωB97M-V/def2-TZVPD) results for a 5-piece molecular cluster, C16H42N2O5 overall.

Element x y z (Å)
C -0.20948 -8.12212 27.30302
C 0.46687 -9.09679 26.25592
C -0.39430 -10.37441 26.30334
C -0.01921 -11.32782 25.14283
C 0.00392 -10.64047 23.81370
C 0.72295 -9.25276 23.74405
N 0.38145 -8.44682 24.91443
O 1.09422 -7.28197 24.89180
C 2.26428 -9.53306 23.66845
C 0.29055 -8.55897 22.44776
C 1.78633 -9.47335 26.82565
H -0.50213 -8.64937 28.21102
H -1.05748 -7.52234 26.97247
H 0.56412 -7.38621 27.52233
H -0.24879 -10.84032 27.27793
H -1.42154 -10.00986 26.30650
H -0.84207 -12.04168 25.10539
H 0.94013 -11.84167 25.20396
H -1.02472 -10.54059 23.46723
H 0.48660 -11.32376 23.11497
H 2.35130 -10.00962 22.69201
H 2.93470 -8.67489 23.71517
H 2.56516 -10.16136 24.50680
H 0.66956 -7.54084 22.35909
H 0.46269 -9.12128 21.53001
H -0.77454 -8.38085 22.29952
H 2.49956 -8.75931 26.41388
H 2.27998 -10.42447 26.62623
H 1.97005 -9.35900 27.89396
H 0.39665 -6.63033 24.79008
C -1.20511 -14.53660 22.93757
O -0.97314 -14.07826 21.62993
H -0.63545 -15.44079 23.15214
H -0.92869 -13.85184 23.73931
H -2.27761 -14.72851 22.90577
H -0.05007 -13.92033 21.41873
C -2.57196 -17.82137 24.85995
O -1.19045 -17.94672 25.09363
H -2.91373 -18.52707 24.10279
H -3.18699 -17.98583 25.74471
H -2.76162 -16.89161 24.32362
H -0.83684 -18.50416 24.39661
C 2.76295 -13.64758 21.26603
O 1.83412 -14.34214 20.51024
H 2.75344 -14.00325 22.29633
H 3.76608 -13.69002 20.84174
H 2.30409 -12.67624 21.08151
H 2.32888 -15.00044 20.01683
C -3.98670 -16.77805 21.23723
C -5.11802 -17.35403 20.40081
C -5.05926 -18.93857 20.77356
O -3.94400 -19.62159 20.22515
C -3.87402 -21.05255 20.39453
N -6.34569 -16.69912 20.75931
H -3.73280 -15.77064 20.90744
H -3.08326 -17.38266 21.15759
H -4.15278 -16.54500 22.28900
H -4.94441 -17.12982 19.34834
H -5.98097 -19.31565 20.33044
H -4.98890 -19.09627 21.84979
H -4.88408 -21.40842 20.59762
H -3.37290 -21.41700 21.29126
H -3.61817 -21.58411 19.47796
H -6.37927 -16.81154 21.76247
H -6.27377 -15.73209 20.47685

## Properties
Total charge   +1
HOMO (alpha / beta)   -10.468 / -10.468 eV
2S+1   2
Expectation value of S²   0.754
Gap between HOMO and LUMO (alpha / beta)   7.760 / 2.973 eV

Mulliken population analysis, charges in e, atoms 1 to 5: C -1.854; C 1.552; C -1.491; C -0.410; C -0.941

***

DFT (ωB97M-V/def2-TZVPD) results for C18H35N13ORb as an isolated structure.

Element x y z (Å)
Rb 0.17211 0.17892 -0.03396
N -0.86096 1.16881 -3.11108
C -2.29109 1.41159 -2.96378
C -2.54728 2.70401 -2.19607
N -2.06224 2.58934 -0.83177
C -2.12848 3.85454 -0.12204
C -1.52264 3.75248 1.27676
N -0.10067 3.43280 1.20375
H -0.46292 1.86695 -3.73446
H -0.73088 0.26754 -3.55760
H -2.71224 0.58051 -2.39205
H -2.81554 1.47621 -3.93042
H -3.62559 2.89492 -2.16638
H -2.06909 3.55066 -2.71952
H -1.07772 2.32203 -0.88797
H -3.18055 4.14465 -0.03396
H -1.60952 4.65999 -0.67275
H -2.01794 2.95085 1.82943
H -1.71383 4.70506 1.80010
H 0.25338 3.29507 2.14561
H 0.40106 4.22322 0.80553
N -3.65023 -5.11909 -3.73117
C -3.24226 -4.15904 -2.88489
N -3.98479 -3.90956 -1.78346
N -2.14674 -3.51770 -3.15658
C -1.58956 -2.63782 -2.40070
N -0.99483 -1.84570 -1.80386
H -4.54905 -5.55421 -3.62848
H -3.12539 -5.26894 -4.57469
H -4.76803 -4.47848 -1.52280
H -3.65348 -3.22027 -1.12923
N 6.06027 2.29422 -0.00201
C 5.07161 1.71965 -0.72915
C 3.71560 2.08500 -0.58953
N 2.76142 1.48961 -1.27064
C 3.12316 0.50931 -2.10116
C 4.44924 0.13238 -2.22832
N 5.41900 0.73117 -1.55514
H 5.89677 3.18726 0.43066
H 7.00364 2.07444 -0.27845
H 3.42350 2.87141 0.09275
H 2.33535 0.03805 -2.67058
H 4.76263 -0.67125 -2.88019
C 4.57068 -3.55897 0.78307
N 3.37711 -2.88688 1.22746
C 2.31658 -3.72859 1.73604
C 3.18656 -1.57681 1.07668
O 2.16099 -0.97729 1.34136
H 4.97161 -4.17232 1.59149
H 5.31995 -2.83027 0.48292
H 4.34599 -4.20400 -0.07032
H 2.71611 -4.42344 2.47690
H 1.86118 -4.29934 0.92260
H 1.55907 -3.09401 2.19542
H 4.08387 -1.05221 0.69761
N -3.48968 0.53108 1.58758
C -2.72598 0.40430 2.71489
C -3.32306 0.22350 3.97613
C -2.50778 0.06244 5.07428
C -1.12675 0.07086 4.89937
C -0.63515 0.24657 3.62020
N -1.40198 0.42255 2.55003
H -4.46758 0.73334 1.72148
H -3.04536 0.97206 0.79033
H -4.40040 0.21154 4.07088
H -2.93407 -0.05777 6.05935
H -0.45714 -0.05821 5.73437
H 0.43004 0.26134 3.43009

## Properties
Total charge   +1
HOMO   -10.388 eV
Energy above the lowest of the compared OMol25 structures with the same formula, charge and spin   0.0 kcal/mol
Gap between HOMO and LUMO   8.542 eV

Mulliken population analysis, charges in e, atoms 1 to 5: Rb 0.724; N -0.402; C -0.636; C -0.794; N 0.261

***

DFT (ωB97M-V/def2-TZVPD) results for an isolated ion of composition C6H11N3OS and charge +2.

Element x y z (Å)
C -1.68122 0.62712 -0.15857
C 0.54206 -0.59995 -0.23601
C 0.12204 -1.88530 -0.16457
C -2.28115 -1.82406 -0.22254
C 0.18336 1.85290 -1.20629
C 2.73447 0.45059 1.07091
N -1.14745 -2.42075 -0.37301
N -2.46057 -0.51802 -0.02374
N -0.41554 0.70669 -0.61912
O 2.86836 -1.66039 -0.37043
S 2.34269 -0.33646 -0.57408
H -2.26822 1.58276 -0.04144
H 1.05044 -2.52332 0.13506
H -3.09854 -2.45987 -0.36166
H -0.08379 1.79616 -2.27425
H 1.13672 2.08216 -0.85560
H -0.29316 2.81556 -0.92447
H 2.96266 -0.44982 1.65314
H 1.72354 0.96137 1.36319
H 3.65989 0.98891 0.87492
H -1.17077 -3.50938 -0.35609
H -3.46717 -0.30229 0.20305

## Properties
Total charge   +2
HOMO   -16.752 eV
Energy above the lowest of the compared OMol25 structures with the same formula, charge and spin   96.9 kcal/mol
Gap between HOMO and LUMO   6.352 eV

Mulliken population analysis, charges in e, atoms 1 to 5: C 0.089; C 0.027; C -0.378; C 0.011; C -0.930

***

DFT (ωB97M-V/def2-TZVPD) results for C3HNO as an isolated structure.

Element x y z (Å)
C -0.76700 -0.15313 -0.42869
C -0.43402 0.25034 0.94669
C 0.52230 -0.25726 -0.63392
N 0.59684 0.39163 1.47591
O 1.64118 -0.20654 -0.28262
H -1.55931 -0.02505 -1.07738

## Properties
HOMO   -10.103 eV
Energy above the lowest of the compared OMol25 structures with the same formula, charge and spin   65.2 kcal/mol
Gap between HOMO and LUMO   8.928 eV

Mulliken population analysis, charges in e, atoms 1 to 5: C -0.643; C 0.243; C 0.722; N -0.365; O -0.338

***

DFT (ωB97M-V/def2-TZVPD) results for one molecule with the formula C6H7Cl.

Element x y z (Å)
C 1.11732 -1.03262 -0.70619
C 1.87265 -0.16517 0.03984
C -0.26560 -1.24191 -0.30201
C -0.43031 -0.95427 1.11402
C -1.12230 -0.07985 0.19313
C -0.92741 1.56281 0.20940
Cl 3.46740 0.32022 -0.28234
H 1.47365 -1.18325 -1.70028
H -0.73429 -2.12389 -0.66606
H 0.37573 -0.57728 1.73307
H -2.22260 -0.20902 -0.15257
H -1.87657 2.00203 0.38683
H -0.63665 1.79546 -0.74847
H -0.09101 1.88673 0.88164

## Properties
HOMO (alpha / beta)   -7.978 / -9.212 eV
Energy above the lowest of the compared OMol25 structures with the same formula, charge and spin   137.1 kcal/mol
Gap between HOMO and LUMO (alpha / beta)   6.998 / 9.036 eV

Mulliken population analysis, charges in e, atoms 1 to 5: C -0.350; C -0.219; C -0.042; C -0.663; C 0.163

***

DFT (ωB97M-V/def2-TZVPD) results for C7H23N7O4Pb as an isolated structure.

Element x y z (Å)
Pb 32.40037 -32.90685 27.51340
C 29.89754 -32.81595 24.72371
O 30.80320 -32.91261 25.56508
N 30.17649 -32.57186 23.46431
N 28.65583 -32.69701 25.08634
H 29.42930 -32.45943 22.79412
H 31.13144 -32.69974 23.16129
H 28.35415 -32.68459 26.05015
H 27.95421 -32.85279 24.37672
C 30.84584 -36.30943 27.85615
O 31.44828 -35.33764 27.38918
N 30.09204 -36.28653 28.90902
N 30.97239 -37.46943 27.33520
H 29.61664 -37.16165 29.07709
H 29.94028 -35.36963 29.30445
H 30.65822 -38.29050 27.83243
H 31.62770 -37.49268 26.56701
C 34.43181 -32.14633 30.51533
O 34.12774 -32.50063 29.39087
N 35.36706 -31.26520 30.82078
N 33.70109 -32.46619 31.49834
H 36.02562 -30.93964 30.12767
H 35.42789 -31.09515 31.81451
H 32.85943 -33.02361 31.46699
H 33.89883 -31.91822 32.32340
C 35.90916 -32.40330 26.34188
C 35.07442 -33.36264 25.48765
C 34.73623 -34.78359 26.08114
O 34.06259 -34.62689 27.35441
C 34.12697 -35.69826 28.32438
N 33.81215 -32.66924 25.22991
H 36.17047 -31.51057 25.77367
H 36.81811 -32.85170 26.74294
H 35.35502 -32.10053 27.23033
H 35.65321 -33.57680 24.58918
H 35.60861 -35.43176 26.16436
H 34.08911 -35.23953 25.33182
H 35.09996 -35.46831 28.75857
H 34.08173 -36.71688 27.93907
H 33.36325 -35.50118 29.07670
H 33.49681 -32.92414 24.30487
H 34.16784 -31.75120 25.00454

## Properties
Total charge   +2
HOMO   -15.965 eV
Energy above the lowest of the compared OMol25 structures with the same formula, charge and spin   34.4 kcal/mol
Gap between HOMO and LUMO   10.148 eV

Mulliken population analysis, charges in e, atoms 1 to 5: Pb 1.519; C 0.585; O -0.586; N -0.351; N -0.399